The following is a DFT calculation (ωB97M-V with the def2-TZVPD basis set) of a single C14H20N2O3S molecule at a distorted geometry.

Geometry as XYZ:
```
40
Properties=species:S:1:pos:R:3:lowdin_charge:R:1
C -2.124 -2.783 -4.803 -0.557
S -2.683 -2.239 -3.295 0.742
C -2.422 -0.510 -3.430 -0.538
C -2.548 0.094 -1.941 -0.213
C -1.671 -0.051 -0.667 -0.268
N -1.768 -1.383 0.129 0.022
C -2.270 0.722 0.451 -0.513
O -3.393 1.002 0.401 0.144
N -1.328 1.171 1.458 0.147
C -0.089 0.441 1.883 -0.266
C 0.822 1.533 2.170 -0.150
C 2.272 1.272 1.908 -0.208
C 2.729 1.608 0.657 -0.115
C 4.028 1.442 0.251 -0.116
C 4.973 1.079 1.289 -0.130
C 4.687 0.835 2.641 -0.094
C 3.279 0.788 2.904 0.008
C -0.196 -0.530 3.037 -0.404
O 0.184 -0.265 4.189 0.074
O -0.788 -1.762 2.714 0.020
H -1.361 -1.852 -5.176 0.080
H -2.903 -2.981 -5.793 0.102
H -1.618 -3.853 -4.342 0.084
H -3.259 -0.171 -4.127 0.081
H -1.443 -0.107 -4.135 0.141
H -3.488 -0.332 -1.564 0.088
H -2.632 1.254 -2.090 0.152
H -0.514 0.349 -0.809 0.188
H -1.634 -2.302 -0.415 0.114
H -2.809 -1.518 0.109 0.113
H -1.784 1.679 2.083 0.080
H 0.188 -0.336 1.004 0.177
H 0.668 2.426 1.509 0.141
H 0.690 1.588 3.318 0.154
H 2.188 1.712 -0.530 0.186
H 4.306 1.572 -0.795 0.093
H 6.083 1.080 1.072 0.101
H 5.738 0.646 3.322 0.170
H 2.852 0.392 3.763 0.068
H -0.961 -1.711 1.650 0.099
```

The value obtained for the max |F| is 6.51 eV Å⁻¹. The calculation puts the energy above the lowest of the compared OMol25 structures with the same formula, charge and spin at 804.2 kJ/mol. Its SMILES is CSCC[C@H](N)C(=O)N[C@@H](Cc1ccccc1)C(=O)O. The HOMO-LUMO gap comes out at 0.3403 hartree. The total charge is 0.